Density functional theory data (ωB97M-V with the def2-TZVPD basis set) for C4H7Br2CuN as an isolated structure.

```
15
Properties=species:S:1:pos:R:3:forces:R:3:lowdin_charge:R:1
Cu 0.755329 1.231183 -3.288162 -1.545 -0.569 -0.309 -0.1328
Br 0.164413 -1.452425 -2.906605 0.454 0.810 0.131 -0.3849
Br -1.070155 1.963089 -5.137924 0.880 -0.033 0.664 -0.4607
C 0.292866 -1.534744 1.591217 0.253 -0.092 1.174 -0.1218
C -0.461587 -0.518526 0.794911 -1.498 -0.502 -1.569 -0.2874
C -0.029559 0.930283 1.032374 0.145 -0.020 0.187 -0.1677
C 0.295897 1.640011 -0.196492 -0.177 -0.762 0.944 -0.1792
N 0.510199 2.116021 -1.206294 0.545 0.453 -1.528 0.1541
H 1.362994 -1.447834 1.389949 -0.001 -0.027 0.002 0.0790
H 0.014340 -2.569471 1.404199 -0.179 0.073 -0.337 0.0737
H 0.135951 -1.380914 2.668899 0.187 0.015 -0.058 0.0703
H -1.553951 -0.559293 0.892782 0.128 -0.162 0.760 0.1130
H -0.435004 -0.839373 -0.255200 0.720 0.545 -0.126 0.0135
H 0.837362 0.919265 1.697099 0.045 0.288 -0.089 0.1149
H -0.819097 1.502734 1.519245 0.044 -0.018 0.155 0.1161
```
Forces are in eV/Å.

Output
* Kohn-Sham gap: 7.2 eV
* energy relative to the best compared isomer or geometry (same formula, charge and spin): 42.7 kJ/mol
* net charge: -1
* DFT total energy: -190479.6460 eV

Density functional theory data (ωB97M-V with the def2-TZVPD basis set) for C8H12S as an isolated structure.

```
21
Properties=species:S:1:pos:R:3:forces:R:3:lowdin_charge:R:1
C -0.693530 -1.151884 0.498105 -0.756 -1.501 -0.399 -0.1520
C 0.556915 -1.254160 0.208520 4.646 2.874 -1.667 -0.2243
C 1.627000 0.345989 0.058888 -3.444 -4.826 1.822 -0.6900
C -1.365976 0.077588 0.799214 1.572 2.484 1.439 -0.2058
C -0.409202 1.257911 1.180025 1.180 -0.149 -0.168 -0.1246
C 0.714985 1.504025 0.102743 0.541 -0.342 0.051 -0.4210
C 1.272161 -2.482762 -0.247804 1.295 -0.013 1.816 -0.1243
C 0.195506 1.609087 -1.363957 1.460 -1.877 0.754 -0.0427
S 3.157286 0.044896 0.210143 1.322 0.687 -0.320 0.7792
H -1.274038 -2.027822 0.213619 -0.385 -0.164 0.677 0.1249
H -1.798265 0.373364 -0.096015 -1.692 0.722 -1.584 0.0847
H -2.064266 0.022094 1.595510 -1.006 -0.321 0.509 0.1041
H -1.000184 2.232431 1.247486 0.831 -1.343 0.419 0.1320
H 0.218995 0.967302 2.101607 -1.470 0.791 -0.863 0.1410
H 1.447494 2.247047 0.482500 -1.046 0.726 -0.646 0.1281
H 2.349802 -2.546787 0.239297 -1.894 0.460 -1.587 0.0779
H 1.231429 -2.607676 -1.354756 0.308 -0.186 0.971 0.0921
H 0.763065 -3.236427 0.358489 -0.127 -0.686 -0.857 0.0667
H -0.167417 0.548627 -1.641427 0.402 1.856 0.144 0.1135
H 1.065762 1.883927 -1.978004 -0.525 -0.125 -0.130 0.0856
H -0.554765 2.338554 -1.417136 -1.212 0.934 -0.384 0.0546
```
Forces are in eV/Å.

Output
* Kohn-Sham gap: 8.2 eV
* energy relative to the best compared isomer or geometry (same formula, charge and spin): 287.9 kJ/mol
* net charge: 0
* DFT total energy: -19322.6643 eV

Density functional theory data (ωB97M-V with the def2-TZVPD basis set) for a 2-piece molecular cluster, C2H8N2O2 overall.

```
14
Properties=species:S:1:pos:R:3:forces:R:3:lowdin_charge:R:1
O 2.209680 0.196524 -0.801230 -0.252 -0.080 -0.026 0.2037
C 1.638542 0.459814 0.230389 0.638 0.202 0.463 -0.1966
N 0.458505 -0.159387 0.583550 0.119 -0.032 0.116 0.2040
C -0.070650 -1.249064 -0.200378 -1.539 -0.423 -0.648 -0.1832
N -1.214813 -0.691094 -0.919405 1.100 -0.349 -0.375 0.0912
H 2.020415 1.120890 1.020857 0.036 0.144 -0.242 0.1704
H 0.044736 0.135863 1.473108 -0.535 -0.115 -0.229 0.1729
H 0.683221 -1.711954 -0.831031 0.333 0.212 0.100 0.1429
H -0.529643 -2.002279 0.442508 0.526 -0.042 0.414 0.1607
H -1.782807 -1.465224 -1.248284 -0.429 0.147 0.233 0.1219
H -0.901666 -0.175259 -1.738598 -0.085 0.207 0.147 0.1184
H -2.245612 0.592113 0.461229 -0.162 -0.185 -0.504 -0.0078
H -1.637075 1.978321 0.655680 -0.045 0.471 -0.329 0.0343
O -2.170039 1.312786 1.084136 0.297 -0.156 0.878 -0.0328
```
Forces are in eV/Å.

Output
* Kohn-Sham gap (alpha / beta): 11.3 / 5.6 eV
* energy relative to the best compared isomer or geometry (same formula, charge and spin): 128.6 kJ/mol
* net charge: +1
* DFT total energy: -9269.2766 eV
* multiplicity: 2

Density functional theory data (ωB97M-V with the def2-TZVPD basis set) for the molecule C10H8N2OS.

```
22
Properties=species:S:1:pos:R:3:forces:R:3:lowdin_charge:R:1
C -2.384017 2.339127 -0.769811 0.469 -1.943 0.476 -0.0292
C -1.962487 1.346371 -1.726239 -0.359 0.743 -0.328 -0.0520
C -1.854106 2.157973 0.547475 0.188 0.734 -1.813 -0.0435
C -1.009468 0.404934 -1.369721 1.195 -1.253 -0.653 0.0188
C -0.856614 1.226071 0.799567 0.166 0.300 3.494 -0.1216
C 1.817140 -2.668234 -0.101689 0.700 -2.058 0.207 0.0032
C 2.734711 -2.359096 0.834048 -1.519 2.273 -1.132 -0.0971
C 0.541011 -0.591500 0.158241 5.225 -1.464 3.513 -0.1117
C 1.811100 -0.193234 1.221356 -2.833 1.082 -3.167 -0.6505
C 0.617704 -1.867823 -0.491198 0.993 0.025 0.072 -0.4282
N -0.397007 0.347421 -0.093407 -2.671 1.245 -2.343 -0.0410
N 2.794055 -1.094688 1.411798 -1.384 -0.442 -0.251 -0.0109
O -0.151285 -2.323709 -1.344610 -0.303 0.208 -0.048 -0.0190
S 1.997495 1.411257 1.680911 0.334 -0.552 0.345 0.5907
H -3.182804 3.038004 -1.067898 0.697 -0.213 0.520 0.1083
H -2.371970 1.341725 -2.815426 0.838 -0.058 2.254 0.1429
H -2.021566 2.801268 1.405023 -0.555 0.092 -0.380 0.1078
H -0.622492 -0.417678 -2.072759 -0.804 1.489 1.240 0.1515
H -0.462660 1.180483 1.915419 -0.735 -0.223 -2.908 0.1223
H 2.011107 -3.693920 -0.568792 -0.897 1.631 0.519 0.1364
H 3.557050 -2.908910 1.110049 1.562 -1.710 0.266 0.0900
H 3.639622 -0.790749 1.875731 -0.306 0.093 0.117 0.1328
```
Forces are in eV/Å.

Output
* Kohn-Sham gap (alpha / beta): 6.8 / 6.8 eV
* energy relative to the best compared isomer or geometry (same formula, charge and spin): 241.8 kJ/mol
* net charge: 0
* DFT total energy: -26359.9516 eV

Density functional theory data (ωB97M-V with the def2-TZVPD basis set) for C24H43Cl2F5HoP2S as an isolated structure.

```
78
Properties=species:S:1:pos:R:3:forces:R:3:lowdin_charge:R:1
Ho 0.730917 -0.160002 0.481470 -0.911 1.262 -0.389 0.3848
Cl 1.051354 0.091613 -2.057933 0.233 -0.034 -0.689 -0.0710
P -0.366867 -2.680646 -0.264344 0.079 -0.237 0.387 0.9676
C 0.867101 -3.574411 -1.356313 -0.174 -0.055 0.001 -0.5362
C -0.596614 -3.758516 1.233453 0.012 -0.323 -0.453 -0.5486
C -1.945681 -2.799937 -1.219956 0.380 0.116 -0.112 -0.5386
C 2.260268 -2.936186 -1.239779 0.121 0.176 -0.215 -0.1790
H 0.466124 -3.358445 -2.364821 0.233 -0.078 0.252 0.1046
C 0.989732 -5.094776 -1.190202 0.020 -0.123 -0.188 -0.1269
H 1.491070 -5.359572 -0.249492 -0.163 0.085 -0.169 0.0747
H 1.617470 -5.472492 -2.011750 -0.087 0.021 0.224 0.0767
H 0.036538 -5.631990 -1.246954 0.140 0.147 0.107 0.0534
H 2.261331 -1.927762 -1.680169 0.055 -0.446 0.210 -0.0336
H 2.985459 -3.543269 -1.803489 -0.094 0.123 0.194 0.0783
H 2.611290 -2.854923 -0.198966 -0.106 -0.176 -0.235 0.0270
H -1.668948 -2.250084 -2.139231 -0.178 -0.177 0.264 0.1036
C -3.092951 -2.038878 -0.532354 -0.241 0.160 -0.212 -0.1379
C -2.334505 -4.235465 -1.590589 -0.229 -0.031 -0.129 -0.1215
H -1.655516 -4.681257 -2.326732 -0.057 0.108 0.186 0.0629
H -3.336130 -4.232606 -2.040487 0.117 -0.027 0.054 0.0756
H -2.374357 -4.895256 -0.710851 0.003 0.204 -0.189 0.0710
H -2.741469 -1.266601 0.163491 0.000 -0.172 -0.174 0.0361
H -3.771732 -2.725850 -0.010276 0.192 0.169 -0.094 0.0628
H -3.674573 -1.519691 -1.305009 -0.003 -0.104 0.176 0.0764
C 0.644245 -3.670421 2.127200 0.026 0.108 0.305 -0.1449
H -0.695219 -4.777534 0.819974 0.027 0.128 0.408 0.0878
C -1.854017 -3.403967 2.037596 -0.038 0.024 0.190 -0.1246
H 1.566383 -3.999430 1.635945 -0.151 0.113 0.026 0.0610
H 0.493325 -4.300303 3.016428 0.072 0.068 -0.190 0.0832
H 0.803138 -2.640162 2.496931 -0.098 -0.435 -0.212 0.0149
H -1.898561 -2.325206 2.260368 0.001 -0.380 -0.102 0.0261
H -1.813162 -3.934641 3.001990 -0.006 0.124 -0.221 0.0797
H -2.776947 -3.714447 1.533649 0.244 0.118 0.090 0.0549
Cl -0.467078 -0.060752 2.728275 0.075 -0.057 0.584 -0.1356
H -1.071538 0.546290 -0.022384 -0.411 -0.528 -0.026 -0.1608
P 0.455746 2.740886 -0.267968 0.579 -1.115 0.520 0.9312
C -0.451759 3.477989 -1.705686 0.211 -0.301 0.135 -0.5400
C -0.030160 3.768635 1.192473 0.369 0.538 -0.480 -0.5526
C 2.230541 3.002537 -0.774769 -0.366 0.532 -0.149 -0.5747
C -1.770721 2.724058 -1.895567 -0.088 0.067 -0.261 -0.1532
H 0.219272 3.236779 -2.550560 -0.287 0.087 0.199 0.1011
C -0.648015 4.995701 -1.652088 -0.078 0.046 -0.243 -0.1254
H -1.422978 5.281216 -0.930994 0.147 -0.058 -0.075 0.0690
H -0.983352 5.320997 -2.645651 -0.045 0.075 0.157 0.0752
H 0.269313 5.549925 -1.422674 -0.243 -0.156 0.032 0.0498
H -1.568621 1.698183 -2.218871 -0.098 0.139 0.208 0.0401
H -2.376145 3.224903 -2.661324 -0.001 -0.028 0.023 0.0693
H -2.348918 2.680911 -0.964475 0.120 -0.052 -0.285 0.0523
H 2.218958 2.490340 -1.753716 0.001 0.183 0.368 0.0477
C 3.176847 2.222044 0.151163 -0.025 -0.087 0.037 -0.1728
C 2.654692 4.455925 -1.000905 0.432 0.006 -0.080 -0.1278
H 2.202098 4.881256 -1.907046 0.065 -0.103 0.279 0.0607
H 3.745263 4.487147 -1.141083 -0.163 0.147 0.017 0.0718
H 2.406969 5.098989 -0.143599 0.076 -0.121 -0.172 0.0719
H 2.653605 1.638519 0.933119 0.348 0.459 -0.300 -0.0428
H 3.867642 2.892506 0.680577 -0.148 -0.178 -0.051 0.0811
H 3.768818 1.491858 -0.421397 -0.091 0.252 0.205 0.0750
C -1.510967 3.502871 1.517255 -0.036 -0.005 0.178 -0.1295
H 0.116364 4.812043 0.863346 -0.181 -0.061 0.457 0.0886
C 0.853932 3.482115 2.411830 -0.085 -0.013 0.097 -0.1279
H -2.190630 3.989622 0.806848 0.163 -0.136 0.094 0.0554
H -1.737371 3.903727 2.517344 0.044 -0.062 -0.221 0.0759
H -1.725097 2.422129 1.532977 0.105 0.300 -0.033 0.0387
H 0.774926 2.426797 2.722803 0.066 0.335 -0.142 0.0246
H 0.497157 4.093403 3.254364 0.105 -0.131 -0.133 0.0790
H 1.908060 3.733266 2.243239 -0.183 -0.118 -0.024 0.0653
F 3.144366 -0.174951 7.653018 -0.022 -0.034 -0.402 0.0892
C 3.182590 -0.332754 6.312913 0.040 -0.094 -0.186 -0.1363
C 3.252990 0.778035 5.470571 -0.030 -0.246 0.168 -0.1410
F 3.258145 2.023414 5.985797 0.115 -0.389 -0.037 0.0964
C 3.307947 0.595548 4.099041 -0.024 -0.124 -0.305 -0.2290
F 3.499988 1.692558 3.330140 -0.340 -0.396 0.379 0.0587
C 3.191053 -0.665110 3.484398 0.110 -0.098 1.131 -0.5687
S 3.085332 -0.839002 1.775183 0.570 -0.422 -0.468 0.5589
C 3.209124 -1.768773 4.370756 -0.081 0.171 -0.277 -0.2147
F 3.261350 -3.029878 3.866850 -0.192 0.739 0.417 0.0538
C 3.181481 -1.614021 5.755997 -0.003 0.091 -0.136 -0.1353
F 3.140583 -2.699667 6.563986 0.064 0.493 -0.302 0.0868
```
Forces are in eV/Å.

Output
* Kohn-Sham gap (alpha / beta): 6.6 / 6.6 eV
* net charge: -1
* DFT total energy: -119434.0037 eV
* multiplicity: 5

Density functional theory data (ωB97M-V with the def2-TZVPD basis set) for a 2-piece molecular cluster, C2H2NO3 overall.

```
8
Properties=species:S:1:pos:R:3:forces:R:3:lowdin_charge:R:1
C 2.091468 -0.833178 -1.048807 -0.063 -1.220 -0.466 -0.7634
C 1.071276 -0.015436 -0.227552 -3.272 0.378 -4.041 -0.3587
N 0.760351 -0.197546 1.107966 0.588 -1.613 1.780 0.0714
O 1.616933 -1.906272 -1.484758 -0.061 0.540 0.393 -0.0951
O 3.223032 -0.361878 -1.180318 0.216 0.606 0.221 -0.0397
O 1.249180 1.039785 0.577161 1.741 2.139 -0.449 -0.0469
H -0.246409 0.219535 -1.339701 2.708 -0.505 2.569 0.1669
H -0.159049 0.068907 1.329069 -1.857 -0.325 -0.007 0.0654
```
Forces are in eV/Å.

Output
* Kohn-Sham gap: 8.5 eV
* energy relative to the best compared isomer or geometry (same formula, charge and spin): 589.9 kJ/mol
* net charge: -1
* DFT total energy: -9735.5388 eV

Density functional theory data (ωB97M-V with the def2-TZVPD basis set) for the molecule CH2O2.

```
5
Properties=species:S:1:pos:R:3:forces:R:3:lowdin_charge:R:1
O 1.576225 -0.521342 -0.005925 -0.954 -0.132 0.271 0.1052
C 0.487333 -0.061849 0.020702 -2.300 3.641 -1.225 -0.4186
O -0.744296 -0.652998 -0.024466 -0.419 0.367 0.756 0.0173
H 0.076653 1.124983 -0.105640 2.420 -1.988 0.588 0.1687
H -1.395915 0.111205 0.115330 1.252 -1.887 -0.390 0.1274
```
Forces are in eV/Å.

Output
* Kohn-Sham gap: 11.5 eV
* energy relative to the best compared isomer or geometry (same formula, charge and spin): 82.3 kJ/mol
* net charge: 0
* DFT total energy: -5163.5614 eV

Density functional theory data (ωB97M-V with the def2-TZVPD basis set) for C2H4N5 as an isolated structure.

```
11
Properties=species:S:1:pos:R:3:forces:R:3:lowdin_charge:R:1
C 1.527157 1.367310 0.052808 -0.493 0.806 0.044 -0.2368
C 2.116410 -0.880874 0.060117 -5.913 4.637 0.017 -0.0434
N 2.182202 2.277792 -0.124202 0.948 1.139 -0.045 0.3154
N 2.849288 -1.710747 0.194061 3.544 -3.733 0.505 0.1944
N 0.073273 -0.001425 -1.182847 0.078 -0.563 1.983 0.2123
N -0.193287 0.306646 1.128215 2.594 1.013 0.154 0.2269
N 0.657502 0.317050 0.065587 2.531 -3.140 0.566 -0.2482
H -0.855955 0.346952 -1.077664 -0.839 0.709 -1.128 0.1304
H 0.732630 0.411322 -1.798492 -0.176 0.505 -1.764 0.1279
H 0.319448 0.312048 2.028890 -1.039 -0.116 -0.587 0.1893
H -1.064931 -0.094566 0.932531 -1.235 -1.258 0.254 0.1318
```
Forces are in eV/Å.

Output
* Kohn-Sham gap: 9.4 eV
* energy relative to the best compared isomer or geometry (same formula, charge and spin): 569.7 kJ/mol
* net charge: +1
* DFT total energy: -9573.7801 eV

Density functional theory data (ωB97M-V with the def2-TZVPD basis set) for a 2-piece molecular cluster, C5H9NO overall.

```
16
Properties=species:S:1:pos:R:3:forces:R:3:lowdin_charge:R:1
C 0.092411 -1.845952 0.196238 -0.028 0.004 0.021 -0.0582
C -0.004854 -0.963972 -1.019582 0.253 -0.082 0.082 -0.3444
N -1.348641 -0.564648 -1.448976 -0.145 -0.037 -0.177 0.0399
C -0.445874 0.439453 -0.931788 0.222 0.205 -0.049 -0.1688
C -0.344403 1.797598 1.183081 0.302 0.012 0.043 0.1245
C 0.917695 1.423608 1.644709 -0.007 -0.284 -0.180 -0.4530
O 1.739689 0.537022 1.589994 -0.283 0.367 0.027 0.0214
H -0.711520 -1.601570 0.898148 0.110 -0.027 -0.096 0.0881
H -0.001832 -2.901639 -0.080115 0.013 0.157 0.027 0.0760
H 1.050764 -1.680919 0.697461 -0.148 -0.057 -0.081 0.0662
H 0.726247 -1.165043 -1.804518 -0.148 0.044 0.118 0.1385
H -1.434244 -0.494278 -2.459021 -0.007 0.020 0.123 0.0975
H -0.024460 1.205951 -1.577042 -0.086 -0.140 0.111 0.1249
H -0.809203 0.809662 0.080040 -0.022 -0.073 -0.002 0.0419
H -0.380626 2.731339 0.613411 0.008 -0.115 0.055 0.0600
H 0.978851 2.273389 2.417962 -0.032 0.008 -0.024 0.1456
```
Forces are in eV/Å.

Output
* Kohn-Sham gap: 9.0 eV
* energy relative to the best compared isomer or geometry (same formula, charge and spin): 590.2 kJ/mol
* net charge: 0
* DFT total energy: -8863.0951 eV

Number 1: F_max 2.23 eV Å⁻¹. Number 2: F_max 6.20 eV Å⁻¹. Number 3: F_max 1.72 eV Å⁻¹. Number 4: F_max 6.46 eV Å⁻¹. Number 5: F_max 1.60 eV Å⁻¹. Number 6: F_max 5.21 eV Å⁻¹. Number 7: F_max 4.48 eV Å⁻¹. Number 8: F_max 7.51 eV Å⁻¹. Number 9: F_max 0.46 eV Å⁻¹.